No. 1
Molecular formula: C33H50BrClN13O2PS
Method: DFT, ωB97M-V/def2-TZVPD

Computed properties:
Maximum force   6.49 eV Å⁻¹
Orbital gap   7.78 eV
Spin multiplicity   1

The geometry in XYZ format:
```
102
Properties=species:S:1:pos:R:3:forces:R:3
C -5.452505 -0.470699 2.340326 0.2 0.2 -1.0
C -4.909598 -0.970511 0.973150 -0.6 -0.8 1.0
O -3.604176 -0.478926 0.737493 -0.2 0.3 -0.3
C -3.169448 -0.815332 -0.567256 0.1 -0.2 -1.1
C -2.097047 0.191732 -1.058524 -1.7 0.6 1.1
O -0.766460 -0.128340 -0.631872 -0.2 -0.8 -0.7
C -0.004686 -0.844530 -1.542100 1.1 0.3 -0.1
C -0.754795 -1.760840 -2.473701 0.3 1.4 0.7
N -1.430826 -2.332163 -3.200134 0.0 -0.4 -0.2
P 0.981156 -2.064025 -0.419793 -2.1 -1.5 1.5
S -0.348973 -3.278451 0.344541 0.5 0.0 -0.3
C 1.010638 0.180327 -2.294065 1.4 -1.0 0.2
Cl 0.654570 1.907539 -1.907110 -0.1 -0.8 -0.4
C 2.379217 -0.056747 -1.629122 -1.4 0.8 -0.8
N 3.413877 -0.144437 -1.144382 0.1 -0.3 0.3
C 1.202069 -0.083272 -3.835766 0.2 1.5 -0.5
Br 3.051481 0.531181 -4.304208 -0.4 -0.2 -0.2
C 0.291622 0.729772 -4.794933 -0.6 -0.4 -0.7
C -1.135777 0.166761 -5.023576 -0.1 0.2 -0.2
H -6.402685 -0.987411 2.571576 0.6 0.1 0.0
H -5.711693 0.599429 2.209202 0.3 -0.4 0.4
H -4.690338 -0.628385 3.118187 -0.5 0.1 -0.1
H -5.653770 -0.669393 0.206486 0.6 0.0 0.0
H -4.851653 -2.082234 0.975821 -0.2 0.5 0.0
H -4.051366 -0.769421 -1.247662 0.6 0.2 0.1
H -2.794436 -1.860791 -0.649948 -0.1 0.5 0.4
H -2.360356 1.126394 -0.532883 0.4 -0.4 -0.2
H -2.205151 0.436691 -2.127242 0.4 -0.4 0.4
H 1.519576 -1.355590 0.686344 0.4 0.3 -1.0
H 1.958477 -2.766403 -1.160532 0.1 0.7 -0.1
H 1.197129 -1.143460 -4.130685 -0.1 0.3 0.6
H 0.789832 0.693627 -5.783795 -0.2 0.0 0.6
H 0.197104 1.800047 -4.554746 0.4 -0.5 0.3
H -1.597163 0.764382 -5.836579 0.3 -0.3 0.4
H -1.816940 0.250561 -4.160877 0.4 0.0 -0.2
H -1.114923 -0.886826 -5.346661 0.0 0.4 0.1
C 4.271578 0.649600 1.943920 0.2 -0.2 0.2
C 5.142937 -0.013872 2.922297 -0.4 0.3 -0.3
N 5.822966 -0.525354 3.689885 0.2 0.0 0.0
H 4.478175 1.718728 1.930512 0.0 0.0 0.1
H 4.448383 0.239605 0.950652 0.0 0.0 0.1
H 3.227824 0.493349 2.212914 0.0 0.0 0.0
C 5.075968 -1.448443 6.597096 -0.4 -0.4 0.3
C 4.899876 -2.566174 7.539526 0.3 0.1 0.1
N 4.742846 -3.466060 8.253190 5.2 3.8 0.6
H 5.308062 -0.536039 7.146091 0.0 0.0 0.0
H 5.892477 -1.667818 5.914238 0.0 0.0 0.0
H 4.163713 -1.290982 6.017049 0.1 0.1 0.0
C -2.915330 4.532542 -0.274939 0.0 -0.3 -0.3
C -3.162600 3.505294 -1.295209 0.1 0.5 0.4
N -3.352431 2.698750 -2.087702 -0.1 0.0 -0.3
H -2.276322 5.313326 -0.683932 0.0 -0.1 0.0
H -3.856538 4.972065 0.042501 0.0 -0.1 0.0
H -2.423269 4.086219 0.588164 0.0 0.0 0.0
C -5.745359 3.565293 3.511804 0.0 0.1 -0.3
C -5.851900 4.016395 2.117971 0.0 -0.2 0.6
N -5.932298 4.367962 1.030963 -0.1 0.0 -0.2
H -5.069445 4.219740 4.059844 0.0 0.0 0.0
H -6.726191 3.589160 3.983645 0.0 0.0 0.0
H -5.359591 2.547471 3.542116 0.0 0.0 0.0
C -3.164899 8.982696 -0.113030 0.0 -0.2 0.2
C -3.321412 7.832269 0.788001 0.0 0.5 -0.3
N -3.443650 6.935294 1.489735 0.0 -0.1 0.2
H -2.934812 9.875746 0.465219 0.0 0.0 0.0
H -2.354679 8.794507 -0.815569 0.0 0.0 0.0
H -4.087360 9.144924 -0.667907 0.0 0.0 0.0
C -1.822536 -3.358017 -7.948901 0.2 0.2 -0.1
C -0.923768 -2.260146 -8.333744 -0.4 -0.4 0.2
N -0.224165 -1.402352 -8.628655 0.2 0.2 0.0
H -1.957510 -3.363782 -6.868015 0.0 0.0 0.0
H -2.791143 -3.227487 -8.428299 0.0 0.0 0.0
H -1.396420 -4.310269 -8.259833 0.0 0.0 0.0
C -3.742435 3.351434 -5.486965 0.2 0.1 -0.3
C -2.849528 3.539107 -6.639526 -0.4 -0.1 0.4
N -2.151373 3.684807 -7.536315 0.2 0.0 -0.2
H -3.169542 3.398142 -4.562500 -0.1 -0.1 0.0
H -4.501366 4.132007 -5.475001 0.0 0.0 0.0
H -4.231766 2.381103 -5.551474 0.0 0.0 0.0
C 6.508431 -1.698617 -3.038941 -0.1 -0.2 -0.2
C 6.224309 -2.767446 -4.006852 0.1 0.4 0.4
N 6.003005 -3.600673 -4.761077 -0.1 -0.2 -0.1
H 7.134626 -0.937104 -3.500718 0.0 0.0 0.0
H 5.575943 -1.241002 -2.709334 0.0 0.0 0.0
H 7.027631 -2.110298 -2.174964 0.0 0.0 0.0
C 1.691697 -6.582977 8.800810 0.3 0.2 0.1
C 2.578873 -5.464553 8.441156 0.0 -0.4 0.3
N 3.274682 -4.588533 8.158690 -5.4 -3.3 -1.1
H 1.531872 -6.600610 9.878431 0.0 0.0 0.0
H 0.732262 -6.466391 8.300178 0.0 0.0 0.0
H 2.142023 -7.525718 8.493273 0.0 0.0 0.0
C 0.765485 -7.347790 0.552640 -0.2 0.1 0.1
C -0.498572 -6.738404 0.984157 0.5 -0.3 -0.2
N -1.481086 -6.257138 1.320394 -0.3 0.0 0.1
H 0.609836 -7.911035 -0.365908 0.0 0.0 0.0
H 1.506037 -6.569809 0.373109 0.0 0.0 0.0
H 1.134555 -8.020372 1.325092 0.0 0.0 0.0
C 7.189263 2.611870 5.654804 -0.3 0.1 0.0
C 5.820108 2.991924 5.281030 0.5 -0.2 0.1
N 4.751954 3.281719 4.984847 -0.2 0.1 -0.1
H 7.804190 2.521944 4.761242 0.0 0.0 0.0
H 7.617646 3.369871 6.308504 0.0 0.0 0.0
H 7.177107 1.656010 6.175779 0.0 0.0 0.0
```
Forces are in eV/Å.

=====

No. 2
Molecular formula: Cl2FH
Method: DFT, ωB97M-V/def2-TZVPD

Computed properties:
Maximum force   0.63 eV Å⁻¹
Relative energy (zero: lowest compared OMol25 entry of this formula, charge and spin)   30.62 kcal per mole
Orbital gap   10.66 eV
Spin multiplicity   1
SMILES   FCl.Cl

The geometry in XYZ format:
```
4
Properties=species:S:1:pos:R:3:forces:R:3
F -1.266855 0.035095 -0.037251 -0.3 0.3 -0.4
Cl -1.228010 0.780825 -1.499037 0.0 -0.2 0.4
Cl 1.488085 -0.682105 0.240663 0.3 0.0 0.2
H 1.006780 -0.133815 1.295625 0.0 -0.1 -0.1
```
Forces are in eV/Å.

=====

No. 3
Molecular formula: C6H10O3
Method: DFT, ωB97M-V/def2-TZVPD

Computed properties:
Maximum force   2.26 eV Å⁻¹
Relative energy (zero: lowest compared OMol25 entry of this formula, charge and spin)   108.98 kcal per mole
Orbital gap   8.62 eV
Spin multiplicity   1
SMILES   CC(C)=C(C)C(=O)OO

The geometry in XYZ format:
```
19
Properties=species:S:1:pos:R:3:forces:R:3
C -0.841344 0.506099 -1.583422 0.0 0.8 0.6
C -0.515242 -0.180000 -0.283380 0.8 -2.1 -0.4
C -1.586801 -1.118121 0.197107 0.2 -0.2 -0.1
C 0.823827 -0.330262 0.164893 -1.2 0.0 0.1
C 1.456654 -1.562284 0.736927 -0.2 -0.2 0.2
C 1.313046 0.953768 0.495625 -0.4 1.2 -1.0
O 2.348377 1.553340 0.594275 -1.1 -0.2 0.4
O -0.061268 1.590526 0.723641 1.5 1.3 -0.3
O -0.106623 3.008125 0.313552 0.5 -0.7 0.7
H -1.794567 1.036124 -1.525160 0.0 -0.1 -0.1
H -0.920174 -0.257743 -2.364773 0.0 0.0 0.2
H -0.067033 1.215967 -1.873070 0.0 -0.1 0.0
H -1.598916 -2.011222 -0.436684 -0.1 0.0 0.0
H -2.571932 -0.652895 0.122610 0.1 0.0 -0.1
H -1.419523 -1.438157 1.225780 0.0 0.0 -0.1
H 2.515121 -1.384788 0.939087 -0.1 0.1 -0.1
H 0.988038 -1.857657 1.681942 0.1 -0.1 0.0
H 1.381456 -2.412280 0.052129 0.0 0.1 0.1
H 0.656904 3.341459 0.818920 -0.1 0.1 -0.2
```
Forces are in eV/Å.

=====

No. 4
Molecular formula: C6H7NO2
Method: DFT, ωB97M-V/def2-TZVPD

Computed properties:
Maximum force   2.25 eV Å⁻¹
Relative energy (zero: lowest compared OMol25 entry of this formula, charge and spin)   86.16 kcal per mole
Orbital gap   10.91 eV
Spin multiplicity   1

The geometry in XYZ format:
```
16
Properties=species:S:1:pos:R:3:forces:R:3
N -0.052950 2.619885 0.319164 0.2 -2.1 0.3
C 0.022588 1.456774 0.303820 0.1 1.9 -1.0
C 0.210312 0.065354 -0.093877 -0.1 -0.1 0.5
C 1.379846 -0.810404 0.412228 0.1 0.0 0.2
C 1.066603 -1.679219 -0.799918 0.2 -0.3 -0.1
C -0.446099 -1.569896 -0.988604 -0.1 -0.1 0.0
O -0.958349 -0.771926 0.084998 0.0 0.0 0.1
C 0.435480 -0.511312 -1.538714 0.0 0.2 -0.4
H 2.340654 -0.298055 0.293347 -0.2 -0.1 0.0
H 1.268609 -1.220221 1.424810 0.0 0.1 -0.3
H 1.647885 -2.500555 -1.216147 -0.2 0.3 0.1
H -1.090508 -2.311150 -1.455746 0.2 0.3 0.1
H 0.576260 -0.059672 -2.517329 0.0 -0.1 0.3
O -2.206990 2.589335 2.302746 0.7 1.0 -1.0
H -2.499819 1.812938 1.799443 0.3 0.5 0.0
H -1.693523 3.188124 1.669778 -1.1 -1.6 1.2
```
Forces are in eV/Å.

=====

spin multiplicity of number 3 (C6H10O3)? 1

=====

Copy entry 4 word for word.
Molecular formula: C6H7NO2
Method: DFT, ωB97M-V/def2-TZVPD

Computed properties:
Maximum force   2.25 eV Å⁻¹
Relative energy (zero: lowest compared OMol25 entry of this formula, charge and spin)   86.16 kcal per mole
Orbital gap   10.91 eV
Spin multiplicity   1

The geometry in XYZ format:
```
16
Properties=species:S:1:pos:R:3:forces:R:3
N -0.052950 2.619885 0.319164 0.2 -2.1 0.3
C 0.022588 1.456774 0.303820 0.1 1.9 -1.0
C 0.210312 0.065354 -0.093877 -0.1 -0.1 0.5
C 1.379846 -0.810404 0.412228 0.1 0.0 0.2
C 1.066603 -1.679219 -0.799918 0.2 -0.3 -0.1
C -0.446099 -1.569896 -0.988604 -0.1 -0.1 0.0
O -0.958349 -0.771926 0.084998 0.0 0.0 0.1
C 0.435480 -0.511312 -1.538714 0.0 0.2 -0.4
H 2.340654 -0.298055 0.293347 -0.2 -0.1 0.0
H 1.268609 -1.220221 1.424810 0.0 0.1 -0.3
H 1.647885 -2.500555 -1.216147 -0.2 0.3 0.1
H -1.090508 -2.311150 -1.455746 0.2 0.3 0.1
H 0.576260 -0.059672 -2.517329 0.0 -0.1 0.3
O -2.206990 2.589335 2.302746 0.7 1.0 -1.0
H -2.499819 1.812938 1.799443 0.3 0.5 0.0
H -1.693523 3.188124 1.669778 -1.1 -1.6 1.2
```
Forces are in eV/Å.

=====

The highest maximum force belongs to which entry? C33H50BrClN13O2PS

=====

Which value of orbital gap does entry 1 give? 7.78 eV